Record 1
Molecular formula: C7H6Br2N2O2
Method: DFT, the ωB97M-V functional and the def2-TZVPD basis

Summary:
HOMO-LUMO gap = 8.95 eV
LUMO energy = 0.33 eV
charge = 0
SMILES string = Cc1cccnc1O[N+]([O-])=C(Br)Br

Last column: Löwdin charge in e.
Cartesian coordinates (Å):
C -0.23 -0.83 -2.07  -0.027
C 0.55 -0.78 -0.80  -0.197
C 1.59 -1.67 -0.52  -0.021
C 2.30 -1.58 0.67  -0.056
C 1.96 -0.58 1.57  -0.126
N 0.98 0.27 1.33  0.142
C 0.33 0.16 0.20  -0.219
O -0.75 1.14 -0.02  -0.045
N -1.81 1.59 0.97  -0.319
O -1.85 0.96 2.01  -0.037
C -2.68 2.58 0.68  -1.193
Br -3.99 2.95 1.94  0.782
Br -2.56 3.48 -0.94  0.733
H -0.47 -1.86 -2.32  0.085
H -1.14 -0.25 -1.98  0.076
H 0.37 -0.42 -2.88  0.091
H 1.82 -2.45 -1.23  0.119
H 3.09 -2.27 0.89  0.102
H 2.47 -0.45 2.51  0.109

Record 2
Molecular formula: C16H20N6O
Method: DFT, the ωB97M-V functional and the def2-TZVPD basis

Summary:
HOMO-LUMO gap = 7.96 eV
LUMO energy = 0.31 eV
charge = 0
SMILES string = Cc1nc2n(n1)C(N1CCN(C)CC1)=[N+]([O-])c1ccccc1C2

Last column: Löwdin charge in e.
Cartesian coordinates (Å):
C 4.08 3.43 1.95  -0.023
C 3.21 2.27 1.54  -0.378
N 3.82 1.02 1.48  0.173
C 2.86 0.22 1.20  -0.293
N 1.68 0.93 1.04  0.027
N 1.95 2.25 1.22  0.165
C 0.52 0.34 0.47  -0.130
N -0.17 1.20 -0.41  -0.061
C -0.28 0.92 -1.87  -0.127
C -1.74 0.87 -2.28  -0.167
N -2.50 2.06 -1.77  -0.189
C -2.48 3.32 -2.58  -0.096
C -2.35 2.26 -0.30  -0.170
C -0.89 2.37 0.11  -0.167
N 0.07 -0.89 0.78  -0.143
O -0.95 -1.31 0.25  -0.031
C 0.62 -1.76 1.77  -0.105
C -0.20 -2.50 2.62  0.009
C 0.33 -3.36 3.60  -0.058
C 1.71 -3.51 3.71  -0.075
C 2.53 -2.79 2.85  -0.041
C 2.02 -1.94 1.88  -0.137
C 2.99 -1.22 0.96  -0.046
H 3.48 4.25 2.38  0.077
H 4.87 3.11 2.65  0.081
H 4.53 3.77 1.03  0.068
H 0.24 1.71 -2.45  0.120
H 0.20 -0.04 -2.08  0.122
H -2.20 -0.01 -1.91  0.095
H -1.78 0.74 -3.37  0.121
H -1.48 3.76 -2.72  0.069
H -3.14 4.07 -2.11  0.082
H -2.87 3.19 -3.58  0.069
H -2.78 1.39 0.24  0.122
H -2.88 3.17 0.01  0.113
H -0.85 2.40 1.20  0.119
H -0.47 3.31 -0.21  0.106
H -1.26 -2.32 2.60  0.115
H -0.29 -3.91 4.31  0.107
H 2.18 -4.15 4.43  0.099
H 3.63 -2.87 3.00  0.128
H 2.78 -1.53 -0.07  0.136
H 4.02 -1.48 1.15  0.116

Record 3
Molecular formula: C20H9BrCl3N6O2RuS
Method: DFT, the ωB97M-V functional and the def2-TZVPD basis

Summary:
<S²> = 6.035
HOMO-LUMO gap (spin up / spin down) = 7.60 / 4.19 eV
LUMO energy (spin up / spin down) = -9.46 / -12.88 eV
charge = +3
2S+1 = 5

Last column: Löwdin spin population.
Cartesian coordinates (Å):
Ru 0.62 -0.20 -0.13  2.513
S -2.04 6.46 -1.99  0.002
N -1.26 5.38 -2.88  -0.002
C -1.05 4.32 -2.12  0.000
C -0.39 3.11 -2.51  0.002
C 0.10 2.83 -3.80  0.034
C 0.68 1.61 -4.05  0.000
C 0.83 0.69 -3.02  0.022
N 0.40 0.95 -1.78  0.009
C -0.24 2.13 -1.53  0.013
C -0.78 2.29 -0.20  0.014
N -0.60 1.23 0.64  0.030
C -1.11 1.30 1.88  0.024
C -1.82 2.40 2.33  0.001
C -1.99 3.49 1.49  0.031
C -1.46 3.44 0.19  0.002
C -1.58 4.49 -0.79  0.000
N -2.15 5.66 -0.61  -0.002
H 0.01 3.58 -4.57  0.001
H 1.03 1.35 -5.04  -0.001
H 1.31 -0.27 -3.17  0.001
H -0.94 0.44 2.52  0.001
H -2.22 2.41 3.33  0.000
H -2.51 4.38 1.81  0.001
Br -2.96 -6.80 1.62  0.392
C -1.72 -5.55 2.19  0.187
C -1.00 -5.78 3.41  0.129
N -0.14 -4.90 3.82  0.011
C 0.13 -3.78 3.15  0.170
C -0.50 -3.51 1.91  0.038
C -1.44 -4.40 1.44  0.072
C -0.16 -2.28 1.13  0.018
O 0.63 -1.41 1.62  0.018
O -0.66 -2.09 -0.01  0.165
H -1.14 -6.68 3.99  0.002
H 0.83 -3.09 3.59  0.006
H -1.95 -4.20 0.50  0.001
Cl 5.20 -2.59 -2.21  0.004
C 4.93 -1.63 -0.75  0.001
Cl 5.33 -2.54 0.71  0.001
Cl 5.80 -0.08 -0.81  0.008
C 3.52 -1.25 -0.68  0.048
N 2.43 -0.93 -0.62  0.032